Entry from the Open Molecules 2025 dataset: C2H5ClS in the gas phase in a non-equilibrium geometry (ωB97M-V with the def2-TZVPD basis set).

## Properties
total charge	0
ΔE to the lowest compared entry with this formula, charge and spin	4.1	kcal per mole
HOMO level	-9.48	eV

Last column: natural (NBO) charge in e.
CARTESIAN COORDINATES (ANGSTROEM)
Cl1 2.0248 -0.7010 -0.1524  -0.05
S1 0.1343 1.7560 -0.0083  -0.03
C1 -0.7432 -0.6640 0.5812  -0.66
C2 0.3729 -0.0460 -0.4124  -0.32
H1 -1.7565 -0.0464 0.4824  0.24
H2 0.9926 2.2350 -0.9242  0.12
H3 -0.3381 -0.7558 1.6530  0.24
H4 -0.9532 -1.7590 0.2926  0.23
H5 0.2663 -0.0188 -1.5119  0.23

Entry from the Open Molecules 2025 dataset: a molecular structure, C20H22N4O2 in a non-equilibrium geometry (ωB97M-V with the def2-TZVPD basis set).

## Properties
total charge	0
ΔE to the lowest compared entry with this formula, charge and spin	349.7	kcal per mole
HOMO level	-7.97	eV

Last column: natural (NBO) charge in e.
CARTESIAN COORDINATES (ANGSTROEM)
O1 1.9881 3.3610 -0.6778  -0.55
O2 -1.8807 -1.9627 1.3400  -0.61
N1 -0.9584 -0.8538 -0.6419  -0.63
N2 0.9309 -1.6253 -1.7961  -0.46
N3 0.8724 -1.2073 0.4954  -0.37
N4 0.7956 1.1728 0.8283  -0.47
C1 -5.9903 -1.0790 0.2048  -0.25
C2 -3.6850 0.3547 -0.9105  -0.16
C3 -4.6686 -1.5944 0.3270  -0.13
C4 -5.0667 0.8411 -1.1521  -0.21
C5 -0.1071 2.5625 0.4262  -0.23
C6 3.2485 -2.0627 -1.8146  -0.17
C7 2.1408 -1.7532 -1.1863  0.05
C8 -5.9625 -0.0967 -0.6495  -0.15
C9 0.6479 -1.0199 1.8003  -0.23
C10 -3.4692 -0.8128 0.1093  -0.15
C11 0.6354 2.9300 -1.1137  -0.05
C12 4.5274 -1.9907 0.0001  -0.23
C13 2.8553 2.3474 -0.3165  -0.01
C14 3.4932 -1.8001 0.8421  -0.23
C15 2.2019 -1.3740 0.1908  0.12
C16 4.5017 -2.0832 -1.4183  -0.23
C17 -1.9638 -1.3204 0.2440  0.67
C18 2.0887 1.6887 1.1317  -0.27
C19 0.0551 0.5903 1.9895  -0.24
C20 0.2862 -1.2725 -0.5716  0.54
H1 -0.9827 0.5990 1.5547  0.20
H2 3.5458 -1.6610 1.9494  0.22
H3 5.3970 -2.3793 -1.8396  0.22
H4 2.8218 1.5680 -1.0018  0.15
H5 0.1758 3.9841 -1.6709  0.19
H6 2.6187 0.8537 1.5274  0.18
H7 3.7720 2.4293 -0.0832  0.18
H8 1.5400 -0.8313 2.5707  0.23
H9 3.3277 -1.8070 -3.0179  0.20
H10 2.1936 2.5085 1.8786  0.16
H11 -6.8860 0.2326 -1.0804  0.20
H12 0.7315 2.1369 -1.7663  0.18
H13 -0.0737 3.3536 1.1662  0.20
H14 -1.3564 -0.6605 -1.7218  0.46
H15 -1.0214 2.2719 0.1195  0.17
H16 -4.4483 -2.5667 0.9339  0.23
H17 -0.1695 -1.4863 2.2096  0.26
H18 -2.6952 0.7590 -1.2194  0.20
H19 5.5061 -2.2861 0.5707  0.20
H20 -5.0183 1.4944 -1.7968  0.20
H21 0.3106 1.2055 2.7948  0.20
H22 -6.8058 -1.6583 0.2421  0.22

Entry from the Open Molecules 2025 dataset: a molecular structure, C26H28N2S2SiY in a non-equilibrium geometry (ωB97M-V with the def2-TZVPD basis set).

## Properties
total charge	+1
ΔE to the lowest compared entry with this formula, charge and spin	4.3	kcal per mole
HOMO level	-10.26	eV

Last column: natural (NBO) charge in e.
CARTESIAN COORDINATES (ANGSTROEM)
Y1 0.0676 0.1734 1.3670  1.81
S1 1.2348 -1.3048 6.1251  0.50
S2 -3.0647 -3.6365 2.0214  0.51
Si1 0.5150 0.1416 -1.4006  1.24
N1 -1.3286 -1.7194 1.8548  -0.60
N2 0.7279 -0.7642 3.6333  -0.55
C1 -1.5577 1.4717 -4.8883  -0.21
C2 2.6942 0.9184 -3.0095  -0.25
C3 -1.4253 2.1943 0.8688  -0.35
C4 -2.7532 2.0257 -4.3991  -0.20
C5 -0.9705 1.6302 3.0593  -0.37
C6 -0.7169 0.7587 -4.0226  -0.19
C7 -2.1790 1.1811 -2.2020  -0.16
C8 3.8744 -0.5732 -4.5204  -0.22
C9 2.1789 0.9673 4.7708  -0.67
C10 0.1511 2.3493 2.5386  -0.41
C11 0.0098 -1.9422 3.9499  0.07
C12 -3.0747 1.8411 -3.0486  -0.24
C13 3.7206 0.6910 -3.9346  -0.20
C14 1.9355 -1.0032 -0.1550  -1.14
C15 1.8183 -0.1246 -2.6996  -0.38
C16 0.2314 -2.3857 5.2385  -0.39
C17 -2.4240 -2.1970 1.2647  0.14
C18 2.9775 -1.6080 -4.2136  -0.19
C19 1.4051 -0.3016 4.6800  0.14
C20 -1.9411 1.5047 2.0052  -0.38
C21 -0.9191 0.7116 -2.6293  -0.49
C22 -0.1391 2.6993 1.1869  -0.33
C23 -1.8528 -3.4906 3.2663  -0.41
C24 -0.9866 -2.4467 3.0287  0.16
C25 -3.1071 -1.5705 0.0972  -0.68
C26 1.9441 -1.3882 -3.2939  -0.26
H1 2.0382 -0.9857 0.9562  0.14
H2 1.5288 1.7924 5.1052  0.25
H3 -3.4402 -0.5460 0.3454  0.25
H4 -2.4839 1.0437 -1.1597  0.17
H5 -0.2467 -0.9362 -0.5700  -0.22
H6 2.5825 1.8955 -2.5197  0.21
H7 0.8411 1.2731 -0.4568  -0.19
H8 0.1499 0.2481 -4.4547  0.22
H9 -2.4509 -1.5401 -0.7892  0.28
H10 2.9665 0.8536 5.5274  0.26
H11 1.0405 2.6332 3.1012  0.25
H12 -3.4073 2.5955 -5.0609  0.22
H13 -1.2870 1.5954 -5.9396  0.22
H14 4.6933 -0.7493 -5.2115  0.22
H15 -2.9448 1.0786 2.0912  0.25
H16 -3.9907 -2.1704 -0.1576  0.25
H17 -1.0685 1.2978 4.0950  0.25
H18 -4.0342 2.2247 -2.6647  0.21
H19 0.5028 3.2720 0.5144  0.26
H20 2.6233 1.2070 3.7973  0.24
H21 -1.8168 -4.1266 4.1464  0.26
H22 4.4011 1.5067 -4.1751  0.22
H23 -1.9691 2.3984 -0.0494  0.27
H24 3.0763 -2.5859 -4.6847  0.22
H25 1.7834 -2.0578 -0.4126  0.23
H26 2.8841 -0.5804 -0.5456  0.25
H27 1.2565 -2.2004 -3.0369  0.21
H28 -0.2740 -3.2398 5.6694  0.26

Entry from the Open Molecules 2025 dataset: C4H5N3 in the gas phase in a non-equilibrium geometry (ωB97M-V with the def2-TZVPD basis set).

## Properties
total charge	0
ΔE to the lowest compared entry with this formula, charge and spin	67.1	kcal per mole
HOMO level	-9.47	eV

Last column: natural (NBO) charge in e.
CARTESIAN COORDINATES (ANGSTROEM)
N1 2.5410 -0.4610 0.0718  -0.65
N2 0.2925 1.0651 -0.1041  -0.46
N3 1.2231 -1.1636 0.0834  -0.19
C1 0.2686 -0.3356 0.0713  0.30
C2 -0.9610 1.3707 -0.0627  0.12
C3 -1.2202 -0.8628 0.2325  -0.18
C4 -1.9135 0.2788 0.1618  -0.31
H1 -1.2821 2.3908 -0.2021  0.19
H2 3.0988 -1.2065 -0.3033  0.35
H3 -1.7066 -1.8512 0.4126  0.24
H4 2.6335 0.3109 -0.6180  0.36
H5 -2.9741 0.4645 0.2570  0.22

Number 1: lowest unoccupied orbital energy 0.8471 eV. Number 2: lowest unoccupied orbital energy 0.0356 eV. Number 3: lowest unoccupied orbital energy -3.2078 eV. Number 4: lowest unoccupied orbital energy -0.4713 eV.